This record from the Open Molecules 2025 dataset describes a molecular structure, C47H47N6O5P2S3Sn. The level of theory is ωB97M-V/def2-TZVPD.

Cartesian coordinates (Å):
Sn (-0.24696, -0.12515, 0.20291)
O (-4.14841, 0.61016, 0.47228)
C (-3.02564, 0.83966, 0.81994)
O (-2.11668, -0.15645, 0.91949)
C (-2.55933, 2.21877, 1.26253)
C (-1.56257, 2.10009, 2.42031)
C (-1.34493, 3.43046, 3.12530)
C (-0.50875, 4.20932, 2.08365)
C (-0.38012, 3.18353, 0.96513)
O (-0.30939, 1.92322, 1.68986)
C (-1.69958, 3.01122, 0.20282)
C (-1.48515, 2.24463, -1.08333)
O (-2.17221, 2.38550, -2.05728)
O (-0.43473, 1.39903, -1.08308)
H (-3.45117, 2.77539, 1.53970)
H (-1.72444, 1.24476, 3.06798)
H (-2.28994, 3.91223, 3.37179)
H (-0.78720, 3.27876, 4.04774)
H (-0.99141, 5.12132, 1.73411)
H (0.47252, 4.46998, 2.47609)
H (0.49410, 3.28739, 0.32830)
H (-2.16580, 3.95772, -0.06086)
N (2.93815, 0.14464, -0.04381)
P (2.04177, -0.15790, 1.36454)
C (2.51795, -1.80010, 1.90097)
C (3.72356, -1.99499, 2.56683)
C (4.15348, -3.28660, 2.83426)
C (3.39062, -4.37094, 2.42830)
C (2.18429, -4.17247, 1.76781)
C (1.73785, -2.88805, 1.52082)
C (2.65550, 1.08423, 2.50722)
C (2.53873, 0.90057, 3.88482)
C (2.99092, 1.88608, 4.74691)
C (3.55108, 3.05302, 4.24406)
C (3.66821, 3.23597, 2.87237)
C (3.21566, 2.25812, 2.00247)
P (2.19457, -0.44567, -1.44675)
C (3.08093, 0.32690, -2.81293)
C (3.74138, 1.54242, -2.65621)
C (4.38744, 2.12403, -3.73771)
C (4.35901, 1.50503, -4.97812)
C (3.68271, 0.30267, -5.14178)
C (3.04528, -0.28782, -4.06384)
C (2.71274, -2.19017, -1.60275)
C (4.06196, -2.53805, -1.50787)
C (4.45000, -3.86443, -1.56811)
C (3.49666, -4.86089, -1.75383)
C (2.15892, -4.52450, -1.87544)
C (1.77070, -3.19302, -1.79121)
H (3.95192, 0.08634, 0.01447)
H (4.32717, -1.14947, 2.87479)
H (5.08739, -3.44284, 3.35711)
H (3.73312, -5.37664, 2.63604)
H (1.58603, -5.01988, 1.45876)
H (0.78172, -2.73446, 1.03022)
H (2.09983, -0.00644, 4.27769)
H (2.90237, 1.74117, 5.81514)
H (3.90134, 3.82002, 4.92227)
H (4.11162, 4.14090, 2.47846)
H (3.29473, 2.40971, 0.93392)
H (3.74660, 2.04220, -1.69518)
H (4.90744, 3.06405, -3.61075)
H (4.86340, 1.95935, -5.82030)
H (3.65656, -0.17818, -6.11037)
H (2.53408, -1.23476, -4.19445)
H (4.81804, -1.76869, -1.38883)
H (5.49658, -4.12530, -1.48239)
H (3.80380, -5.89691, -1.81172)
H (1.41658, -5.29730, -2.03336)
H (0.72633, -2.92951, -1.88100)
S (-4.28303, -4.71980, 3.46778)
C (-2.96091, -3.75590, 3.67374)
S (-2.88360, -2.09329, 3.16732)
C (-1.16869, -2.03247, 3.50265)
N (-0.72688, -3.12473, 4.03855)
N (-1.73191, -4.05792, 4.17042)
C (-1.36214, -5.31255, 4.75410)
C (-2.21151, -5.95030, 5.64459)
C (-1.81887, -7.15796, 6.20274)
C (-0.59008, -7.71598, 5.88450)
C (0.26130, -7.05314, 5.01244)
C (-0.12070, -5.84803, 4.44449)
S (-0.26659, -0.61333, 3.20585)
H (-3.16037, -5.50806, 5.90575)
H (-2.47834, -7.65854, 6.89894)
H (-0.29269, -8.65955, 6.32228)
H (1.23186, -7.47216, 4.77848)
H (0.53996, -5.30518, 3.78785)
C (-2.31792, -5.12824, 0.01488)
C (-1.25490, -4.38381, 0.79507)
N (-1.23251, -2.97133, 0.40037)
C (-1.36252, -2.66858, -0.93982)
N (-1.06831, -1.43110, -1.28828)
C (-1.27157, -0.93676, -2.65993)
C (-2.10673, -1.90551, -3.47435)
C (-1.60594, -3.31426, -3.24984)
N (-1.67813, -3.62214, -1.82115)
C (-1.96786, -5.01220, -1.45141)
H (-3.29608, -4.68644, 0.21639)
H (-2.35700, -6.17687, 0.30623)
H (-0.26693, -4.81922, 0.61055)
H (-1.43716, -4.42893, 1.86170)
H (-1.80619, -2.35073, 0.97395)
H (-0.29165, -0.78271, -3.12561)
H (-1.75683, 0.03479, -2.61548)
H (-2.05089, -1.64161, -4.52981)
H (-3.15298, -1.84139, -3.16890)
H (-0.57480, -3.42725, -3.60407)
H (-2.21719, -4.04782, -3.77242)
H (-1.08503, -5.62230, -1.67224)
H (-2.77615, -5.36203, -2.09350)

The HOMO energy comes out at -9.530 eV. Its LUMO energy is -3.785 eV. The value obtained for the electronic energy is -125592.3231 eV. The total charge is +1.

Atomic partial charges in e from the Löwdin method, atoms 1 to 5:
1 Sn 1.16
2 O 0.15
3 C -0.52
4 O -0.26
5 C -0.07

This record from the Open Molecules 2025 dataset describes a molecular structure, C11H25BaNO2PSi. The level of theory is ωB97M-V/def2-TZVPD.

Cartesian coordinates (Å):
C (-0.78598, -1.00325, 3.80010)
C (-0.34140, 0.09952, 3.50048)
C (0.20202, 1.52550, 3.15096)
C (1.02949, 1.57685, 1.79568)
C (2.05269, 0.38213, 1.61852)
C (1.96228, -0.41312, 0.22097)
O (1.29291, -1.68209, 0.20100)
P (-0.25735, -1.30426, -0.59360)
Si (-2.35308, -0.61274, -1.03687)
C (-2.14858, 1.00956, -2.05086)
C (-3.41162, -1.94682, -1.89561)
C (-3.11999, -0.05942, 0.65662)
O (0.56487, -0.26227, -1.75266)
C (1.67770, 0.41333, -1.14028)
C (2.99385, 0.67363, -2.01110)
N (2.90759, 0.25222, -3.42030)
H (-1.37175, -1.78105, 4.36353)
H (-0.72049, 2.18345, 3.03274)
H (0.83401, 1.92711, 3.99818)
H (0.27358, 1.62253, 0.94687)
H (1.61751, 2.55159, 1.75920)
H (3.12966, 0.86226, 1.64935)
H (2.02364, -0.39647, 2.47621)
H (3.06722, -0.77742, 0.07569)
H (-0.28274, -2.46908, -1.44094)
H (-0.89653, -2.18860, 0.38927)
H (-0.35299, -0.30948, 0.47451)
H (-1.62672, 0.78196, -3.02709)
H (-1.41385, 1.65214, -1.45177)
H (-3.10715, 1.59742, -2.16402)
H (-3.13897, -2.10684, -2.98591)
H (-4.52897, -1.74184, -1.78320)
H (-3.20412, -2.92840, -1.34703)
H (-4.15954, -0.46429, 0.82227)
H (-2.44787, -0.51738, 1.45948)
H (-3.05429, 1.06445, 0.80927)
H (1.24330, 1.47010, -1.04038)
H (3.19273, 1.79289, -1.97327)
H (3.93516, 0.18656, -1.58068)
H (2.58797, -0.71638, -3.49074)
H (2.31657, 0.89402, -3.95219)
Ba (3.81927, -0.83801, 2.93762)

The HOMO energy comes out at -8.932 eV. Its LUMO energy is -5.804 eV. The value obtained for the electronic energy is -35242.1760 eV. The total charge is +1.

Atomic partial charges in e from the Löwdin method, atoms 1 to 5:
1 C 0.09
2 C -0.13
3 C -0.17
4 C -0.19
5 C -0.40

This record from the Open Molecules 2025 dataset describes 2 unconnected molecules or ions with the total composition C5H14NO. The level of theory is ωB97M-V/def2-TZVPD.

Cartesian coordinates (Å):
C (0.96177, -0.84671, 1.12414)
C (0.55742, -1.06943, -0.29748)
N (-0.84837, -0.55237, -0.56694)
C (-0.82351, 0.96487, -0.72895)
C (0.68561, 1.23981, -1.23463)
C (1.25817, -0.16435, -1.36835)
H (0.41980, -1.52325, 1.81804)
H (0.74585, 0.15953, 1.42171)
H (2.04231, -0.98622, 1.32493)
H (0.72257, -2.10647, -0.64155)
H (-1.55594, -0.68122, 0.20432)
H (-1.18664, -1.01045, -1.41321)
H (-1.53844, 1.57553, -1.28313)
H (-0.88309, 1.23411, 0.32109)
H (0.54980, 1.75397, -2.14189)
H (1.04070, 1.83512, -0.40714)
H (2.36796, -0.26648, -1.25398)
H (1.13394, -0.60971, -2.38102)
H (-1.87504, -0.18136, 3.03092)
H (-1.91012, 1.08696, 2.35241)
O (-1.86476, 0.14810, 2.12071)

The HOMO energy comes out at -15.794 eV. Its LUMO energy is -2.919 eV. The value obtained for the electronic energy is -8942.9993 eV. The value obtained for the energy above the lowest of the compared OMol25 structures with the same formula, charge and spin is 97.32 kJ/mol. The total charge is +1.

Atomic partial charges in e from the Löwdin method, atoms 1 to 5:
1 C -0.04
2 C -0.29
3 N 0.07
4 C -0.07
5 C -0.11